(1)
The following is a DFT calculation (wB97M-V/def2-TZVPD) of C34H24AsN6O8OsS3 as an isolated structure at a distorted geometry.

expectation value of S²	6.015
lowest unoccupied orbital energy (alpha / beta)	-3.3647 / -4.6730	eV
multiplicity	5
total charge	+1
relative energy (zero: lowest compared OMol25 entry of this formula, charge and spin)	0.0000	eV
E	-5761.30672	Ha
highest occupied orbital energy (alpha / beta)	-0.4001 / -0.4017	Eh

```
77
Properties=species:S:1:pos:R:3:forces:R:3
Os 13.5274 12.3441 12.3849 0.3 -0.1 0.9
As 11.2770 13.4393 11.0949 0.7 -1.3 1.0
S 16.8310 12.4725 12.5360 -0.9 0.5 0.3
S 11.4456 9.9798 11.7034 0.2 0.5 0.3
S 14.0545 17.3865 18.1127 0.1 -0.1 0.3
O 12.7499 13.3143 10.3123 -0.6 0.7 0.1
O 10.4910 14.9448 11.0410 -0.3 0.8 0.2
O 16.4930 13.5996 13.3898 0.2 -1.3 -0.4
O 11.7248 13.1918 12.7646 0.1 -0.3 -1.3
O 11.1723 10.1489 13.1020 -0.5 -0.2 -0.1
O 17.7616 11.4838 12.9593 0.2 -0.1 0.4
O 12.6720 10.8518 11.3894 0.5 0.3 -0.6
O 11.6856 8.6871 11.1595 -0.4 -0.1 -0.1
N 13.6390 12.4858 14.6940 0.0 0.4 0.3
N 14.3288 9.4276 13.4554 0.2 0.4 -0.9
N 15.3806 11.6627 12.1027 0.3 0.2 0.1
N 14.0817 14.4326 12.8596 0.1 -0.7 0.8
N 14.0827 17.6188 16.5234 0.0 -0.4 0.0
N 14.0790 15.7727 18.1908 0.0 0.2 -0.9
C 15.6036 10.3292 11.5941 -0.3 -0.4 0.9
C 16.1802 7.7106 10.7426 -0.1 0.0 -0.1
C 9.0676 9.9836 10.3711 0.3 -1.2 0.3
C 13.8693 8.3998 14.1067 -0.4 -0.3 0.2
C 14.1527 16.1324 14.5544 0.4 -0.6 -0.2
C 13.9056 12.8967 17.4081 -0.1 0.0 -0.5
C 18.7138 13.4585 10.8765 0.8 -0.6 1.3
C 14.8397 6.8145 12.6262 0.4 -0.4 0.8
C 16.6286 8.7865 10.0515 0.4 -0.1 -0.6
C 13.8926 13.7365 15.1480 0.2 -1.4 0.3
C 16.3623 10.0897 10.4935 0.1 0.3 -0.5
C 10.1068 10.7998 10.7797 -0.1 0.1 0.4
C 9.9238 12.1932 10.6864 -0.3 -0.2 -0.1
C 15.3991 7.8953 11.8938 -0.8 0.3 0.4
C 17.3710 13.1377 11.0247 -0.2 0.6 -1.0
C 14.2961 15.3425 11.9338 -0.6 -0.3 -0.4
C 15.0889 9.2076 12.3346 0.1 0.1 0.4
C 7.6953 11.8719 9.8619 -0.9 0.2 0.1
C 14.4027 17.0847 13.5657 -0.4 -0.6 -0.3
C 14.0967 16.4102 15.9720 0.3 -0.1 0.3
C 13.4280 11.4723 15.5421 0.2 0.7 -1.2
C 14.4262 16.6759 12.2504 0.7 0.0 0.7
C 14.0449 13.9730 16.5110 -0.7 -0.4 0.2
C 7.8748 10.5103 9.9140 -0.1 -0.4 -0.4
C 14.1058 15.3452 16.9205 0.1 1.0 0.7
C 19.1664 14.0473 9.7202 0.1 0.7 -0.9
C 16.9453 14.0638 8.8576 -0.4 0.1 -0.6
C 16.4668 13.4624 10.0069 0.3 -0.2 0.5
C 14.1281 7.0551 13.7761 -0.1 -0.2 -0.3
C 18.3001 14.3560 8.6628 -0.3 -0.2 0.3
C 14.0645 14.7850 14.1694 -0.5 0.7 -0.7
C 13.5633 11.6555 16.9056 0.4 0.0 0.8
C 18.8034 14.9373 7.3518 -0.5 -0.7 0.3
C 8.6938 12.7244 10.2647 0.9 -0.5 0.1
H 19.8308 14.6089 7.1941 0.0 0.1 -0.1
H 15.0685 5.7846 12.3349 -0.1 0.4 -0.1
H 8.4975 13.7771 10.2577 0.2 0.4 0.0
H 16.2138 14.2723 8.0755 0.3 0.0 0.0
H 18.7714 16.0238 7.3886 0.0 0.1 -0.2
H 13.1640 8.5952 14.9208 0.4 0.0 0.0
H 6.7430 12.3035 9.5712 0.1 -0.2 -0.1
H 13.4689 10.8192 17.5849 -0.2 0.0 -0.1
H 20.2074 14.3320 9.5961 0.0 -0.3 0.2
H 13.1788 10.5392 15.0432 0.0 0.3 0.4
H 14.6895 17.3373 11.4722 0.0 0.8 -0.7
H 10.6507 15.4039 10.2180 0.1 0.4 -0.4
H 15.4172 13.1828 10.1056 0.2 0.2 -0.2
H 7.1043 9.8279 9.5726 0.0 0.1 0.1
H 9.1775 8.8882 10.4434 0.0 0.7 0.0
H 16.4034 6.7124 10.4206 0.0 -0.3 -0.1
H 17.2042 8.6515 9.1339 -0.1 0.0 0.3
H 14.2765 14.9861 10.9093 0.1 0.1 0.1
H 16.7881 10.9083 9.9331 -0.1 0.1 0.0
H 19.4371 13.2091 11.6920 -0.8 0.2 -0.8
H 13.7234 6.2685 14.4282 0.2 0.3 -0.6
H 14.0293 13.0497 18.4762 0.0 0.1 -0.2
H 14.5726 18.1025 13.8316 0.0 0.6 0.2
H 18.1743 14.5573 6.5192 0.4 0.4 0.4
```
Forces are in eV/Å.

Atom charges from the Mulliken analysis, given in e for atoms 1 to 5: 3.7301 1.0914 1.4034 1.4344 0.1804

***

(2)
The following is a DFT calculation (wB97M-V/def2-TZVPD) of C34H24Cl2N7O2S2V as an isolated structure at a distorted geometry.

expectation value of S²	2.027
lowest unoccupied orbital energy (alpha / beta)	-0.4398 / -0.6810	eV
multiplicity	3
relative energy (zero: lowest compared OMol25 entry of this formula, charge and spin)	1.8210	eV
E	-4504.66642	Ha
highest occupied orbital energy (alpha / beta)	-0.2575 / -0.2711	Eh

```
72
Properties=species:S:1:pos:R:3:forces:R:3
V -0.3141 0.1653 0.0150 3.8 -0.7 0.1
Cl -1.7515 2.6321 6.2673 0.0 0.0 0.1
Cl -2.7905 4.8740 4.2953 -0.1 0.1 0.0
S 2.7962 -2.0824 -3.2092 -0.3 0.1 0.3
S 3.9929 1.6689 1.6473 -0.4 -0.1 -0.1
O -1.5845 -1.5534 3.5878 0.2 -0.1 0.0
O -3.2102 2.8716 -0.4119 -0.2 -0.2 -0.2
N -1.5106 1.5808 0.4998 -1.3 1.3 0.2
N 1.7662 0.8550 0.7012 0.0 -0.1 0.0
N -1.9669 -0.3982 -0.8482 -2.2 -0.7 -1.2
N 1.2534 -1.1630 -1.3993 -0.3 0.9 -0.2
N -0.4179 1.1716 -8.3782 0.0 0.0 0.1
N 0.5484 -2.2741 0.8836 -0.3 0.2 0.0
N -0.6371 -0.1344 2.0306 -0.1 -0.6 0.7
C 0.1847 -2.9349 -2.8094 -0.1 0.1 -0.1
C -1.1311 0.9967 2.6929 -0.3 0.3 0.1
C -3.4124 -1.8214 -2.1108 -0.2 0.1 -0.2
C -0.8822 -1.3384 2.6036 -0.4 0.5 0.2
C -2.3412 -1.6137 -1.2676 0.1 0.0 0.1
C -0.2134 1.3476 -5.8128 0.0 0.0 0.3
C -0.4967 0.3930 -3.6237 0.0 0.1 0.1
C -3.8425 0.5209 -2.0335 0.0 0.1 0.0
C -0.3282 -3.7648 2.5368 0.0 0.0 0.0
C 1.1831 -4.5798 0.8885 0.0 0.0 0.1
C 0.0462 1.5172 -3.0028 0.2 0.2 -0.1
C 1.5498 2.6016 2.5097 -0.1 -0.1 0.1
C -2.7616 0.6471 -1.1817 -0.2 -0.3 -0.2
C 0.3747 -4.8226 1.9929 0.0 0.1 -0.1
C -4.1564 -0.7271 -2.5422 0.2 -0.1 0.1
C 2.4877 -0.5887 -1.1954 0.2 -0.2 -0.3
C -2.1616 3.3814 3.6867 0.1 -0.1 0.1
C -0.3316 1.2513 -7.2337 0.0 0.0 -0.3
C -0.1989 -2.5061 1.9542 -0.1 -0.3 0.2
C -1.2063 1.1968 4.0625 0.1 -0.1 -0.1
C 2.2574 1.6587 1.6034 0.6 0.1 0.0
C -2.5113 1.8745 -0.3681 0.5 0.3 0.6
C 1.2319 -3.2958 0.3732 0.3 -0.3 0.0
C -1.5758 2.0061 1.8188 -0.2 -0.1 0.5
C -2.1225 3.1822 2.3122 0.2 0.0 -0.1
C 0.2533 1.6786 -1.5103 -0.1 -0.5 -0.5
C 0.3273 2.4911 -5.2208 0.0 0.0 0.0
C -1.7011 2.3977 4.5549 0.0 0.1 -0.2
C 0.4541 2.5615 -3.8483 -0.1 0.0 -0.1
C -0.6269 0.2980 -4.9997 0.0 0.0 -0.1
C 1.2702 -2.0015 -2.3911 0.4 0.0 -0.6
C 4.0333 0.5579 0.3579 0.0 0.1 0.1
C 2.7681 0.2579 -0.0398 0.3 0.1 0.2
C 3.4331 -0.9460 -2.1095 0.0 -0.1 0.0
H 0.3055 -5.8138 2.4217 0.0 0.0 0.0
H 4.4542 -0.6129 -2.1824 0.0 0.0 0.0
H 0.6482 3.3128 -5.8478 0.0 0.0 0.0
H 1.8693 -3.0824 -0.4802 -0.1 -0.2 0.3
H 0.6958 3.0439 2.0043 0.0 0.1 0.0
H 4.9686 0.2032 -0.0397 0.0 -0.1 0.0
H -2.5255 3.9230 1.6398 0.1 0.0 0.0
H -0.3115 -3.3391 -1.9296 0.1 -0.1 -0.1
H -0.2265 2.6231 -1.2427 0.1 0.0 0.1
H 1.3251 1.8745 -1.3983 0.0 0.0 0.0
H 0.8751 3.4561 -3.4050 0.0 0.0 0.0
H -0.8912 0.4284 4.7510 0.0 0.0 0.0
H -1.7546 -2.4440 -0.8971 0.0 0.1 0.0
H -0.5613 -2.4419 -3.4357 0.0 0.0 0.0
H 2.2329 3.3882 2.8254 0.0 0.0 0.0
H -3.6658 -2.8230 -2.4290 0.0 0.0 0.0
H 0.6075 -3.7630 -3.3750 0.0 0.0 0.0
H -4.9803 -0.8577 -3.2303 0.0 0.0 0.0
H -4.4285 1.4035 -2.2494 0.0 0.0 0.0
H -0.8233 -0.4334 -3.0167 -0.1 0.0 0.1
H -1.0540 -0.5903 -5.4497 0.0 0.0 0.0
H -0.9669 -3.8620 3.4023 0.0 0.0 0.0
H 1.1810 2.0908 3.3973 0.0 0.0 0.0
H 1.7719 -5.3678 0.4388 0.0 0.0 0.0
```
Forces are in eV/Å.

Atom charges from the Mulliken analysis, given in e for atoms 1 to 5: -0.2583 -0.2260 -0.2208 -0.2450 -0.2383

***

(3)
The following is a DFT calculation (wB97M-V/def2-TZVPD) of C34H24MoN5O3S3Se as an isolated structure at a distorted geometry.

expectation value of S²	1.047
lowest unoccupied orbital energy (alpha / beta)	-8.2165 / -7.3988	eV
multiplicity	2
total charge	+2
relative energy (zero: lowest compared OMol25 entry of this formula, charge and spin)	0.7597	eV
E	-5473.29677	Ha
highest occupied orbital energy (alpha / beta)	-0.4637 / -0.4638	Eh

```
71
Properties=species:S:1:pos:R:3:forces:R:3
Mo -0.5809 0.6971 0.0418 -0.3 0.1 -0.2
Se -0.9103 2.0393 -1.9132 0.0 0.7 -1.1
S 4.8497 -2.2710 -3.4603 -0.4 0.5 -0.2
S -2.0691 2.1807 1.3912 0.1 -0.5 -0.7
S -1.1956 -2.5428 6.4384 -0.3 0.5 -0.4
O 0.6782 2.0581 0.8597 0.2 -0.2 -0.1
O -1.0129 -1.0946 -1.4838 0.7 0.5 0.2
O -3.9348 0.0108 1.6679 -0.1 -0.2 0.0
N 0.3021 3.2932 1.2082 -0.9 0.7 0.3
N -0.1671 -0.4385 1.8278 0.3 -0.5 0.8
N -2.3192 -0.3728 0.1044 -0.1 0.0 -0.1
N 1.3207 -0.2010 -0.3307 0.4 -0.2 -0.2
N -0.0867 0.7464 -6.3671 0.3 -0.3 -1.0
C -0.7759 -0.0559 -5.5915 -0.4 -0.1 0.6
C -1.0043 3.5209 1.4793 0.3 0.1 -0.1
C 3.0400 -1.0238 -1.8067 -0.2 -0.2 1.0
C 3.9841 -0.8397 -5.3939 0.4 -0.3 -0.3
C -0.5776 1.4415 -3.7563 -0.1 -0.2 0.5
C -2.6615 -2.1380 7.1969 -0.1 0.1 -0.2
C -0.5087 5.8420 1.8366 0.1 -0.3 0.0
C -3.5666 -0.5765 0.6890 -0.4 0.1 0.5
C -0.6519 -1.3851 3.9920 0.9 -0.3 -0.6
C -2.1287 -1.1711 -0.9483 -0.7 -0.2 0.1
C 0.3580 1.8906 -5.8988 0.0 0.3 0.5
C -0.9353 -0.5350 2.9011 -0.2 -0.1 0.3
C 0.5045 -2.1705 3.9216 -0.6 0.6 -0.1
C -1.0608 0.2455 -4.2613 -0.1 -0.2 0.1
C 1.2177 4.2728 1.2994 0.5 0.2 -0.1
C -1.4200 4.8126 1.8140 0.1 -0.2 -0.1
C 0.8374 5.5599 1.5907 -0.2 -0.2 0.1
C -1.5474 -1.4675 5.1066 -0.6 -0.2 0.9
C -4.2786 -1.6549 -0.1078 -0.2 -0.1 0.0
C 1.3334 -2.0832 2.8092 -0.2 0.6 -0.6
C -3.3906 -1.2277 6.4840 -0.1 -0.3 0.5
C 1.7443 -1.0688 0.6152 0.6 -0.6 0.0
C -3.3527 -1.9666 -1.2885 0.0 -0.2 -0.1
C 1.9668 -0.1669 -1.4884 0.3 0.1 -0.5
C 3.4994 -1.8793 -0.7998 -0.4 0.6 -0.3
C 3.6112 -1.0886 -3.1216 0.5 -0.1 -1.0
C 3.2484 -2.7788 1.5025 -0.1 -0.1 0.3
C 2.5176 -2.8639 2.6366 0.2 0.0 -0.3
C 0.1300 2.2988 -4.5889 0.1 0.2 0.2
C 4.8682 -1.8391 -5.1041 -0.1 0.1 0.1
C 2.8716 -1.9053 0.4376 -0.8 0.6 0.1
C 3.2730 -0.4037 -4.2704 0.0 -0.3 0.8
C 0.9619 -1.1829 1.7826 0.2 -0.5 0.6
C -2.7629 -0.8377 5.2975 0.8 -0.3 -0.3
H 0.7467 -2.8492 4.7249 0.1 -0.1 0.1
H -3.1243 -3.0241 -1.4168 0.1 0.0 0.0
H 1.5740 6.3437 1.6380 0.2 0.0 0.0
H 2.5448 0.3845 -4.3147 -0.3 0.2 0.0
H 5.5258 -2.3514 -5.7782 0.2 -0.1 -0.2
H -0.8301 6.8484 2.0503 0.0 0.1 0.1
H -2.4653 4.9646 2.0308 -0.1 0.0 0.0
H -3.2011 -0.1311 4.6164 -0.1 0.1 -0.2
H -1.6378 -0.4397 -3.6608 0.1 0.0 0.0
H 4.3252 -2.5441 -0.9960 0.1 -0.1 0.1
H -2.9197 -2.6032 8.1273 -0.1 -0.1 0.2
H 2.8005 -3.5397 3.4266 0.1 -0.1 0.1
H 4.1330 -3.3761 1.3601 0.1 -0.2 0.1
H 0.9096 2.5083 -6.5928 0.1 0.2 0.0
H -3.7679 -1.6170 -2.2379 0.1 0.0 0.0
H -1.8389 0.0613 2.9153 0.1 0.0 0.0
H 2.2402 3.9763 1.1194 0.0 0.0 -0.1
H -4.3535 -0.8682 6.7926 -0.2 0.1 0.1
H -1.1302 -0.9742 -6.0377 -0.1 -0.1 0.0
H -5.2616 -1.2924 -0.4087 0.0 0.0 0.0
H 0.4873 3.2570 -4.2441 0.1 0.1 0.0
H 3.8458 -0.4459 -6.3823 0.0 0.1 -0.2
H 1.6201 0.5527 -2.2200 0.0 -0.1 0.0
H -4.4410 -2.5196 0.5377 0.0 0.1 0.0
```
Forces are in eV/Å.

Atom charges from the Mulliken analysis, given in e for atoms 1 to 5: -0.5863 0.0909 -0.1917 -0.1337 -0.1799